(1)
# C4H4ClNOS

An isolated molecule of C4H4ClNOS at a distorted geometry (wB97M-V/def2-TZVPD, the OMol25 dataset).

```
12
Properties=species:S:1:pos:R:3:nbo_charge:R:1
C -1.41276 -2.18295 0.44118 -0.673
C -0.69175 -0.94408 0.09193 0.234
C -0.36191 1.11986 -0.27480 0.418
C 0.68013 -0.69375 0.11544 -0.109
H -2.52167 -2.22539 0.46651 0.247
H -1.02739 -2.54104 1.42881 0.234
H -1.09335 -2.95903 -0.25696 0.234
H 2.95353 -0.72379 0.52162 0.171
N 0.84251 0.63975 -0.24289 -0.463
O -1.32745 0.22358 0.02124 -0.392
S 2.00212 -1.74759 0.44431 0.038
Cl -0.87678 2.72644 -0.58713 0.060
```

Output
- charge = 0
- orbital gap (eV) = 8.945
- SMILES string = Cc1oc(Cl)nc1S
- E_LUMO (eV) = 0.7070

=====

(2)
# C4H4ClOP

An isolated molecule of C4H4ClOP at a distorted geometry (wB97M-V/def2-TZVPD, the OMol25 dataset).

```
11
Properties=species:S:1:pos:R:3:nbo_charge:R:1
C -1.18137 -0.68408 0.75842 -0.505
C 0.05777 -0.37794 0.30672 -0.187
C -3.48714 0.54590 -0.58624 -0.385
C 0.19408 0.96485 -0.39649 -0.088
O -0.97772 1.74622 -0.14039 -0.761
P -2.20690 0.90314 0.68248 1.027
Cl -4.61295 -0.63659 -0.20395 0.063
H -1.65573 -1.64434 1.10146 0.250
H 0.82238 -1.01018 0.12608 0.207
H 1.05002 1.51299 -0.07152 0.192
H 0.34802 0.75692 -1.43621 0.188
```

Output
- charge = 0
- orbital gap (alpha / beta) (eV) = 7.291 / 7.291
- SMILES string = ClC#P1C=CCO1
- E_LUMO (alpha / beta) (eV) = -0.8859 / -0.8869

=====

(3)
# C4H4CrLiO5

A structure of composition C4H4CrLiO5 at a distorted geometry (wB97M-V/def2-TZVPD, the OMol25 dataset).

```
15
Properties=species:S:1:pos:R:3:lowdin_spin:R:1
O -1.49114 -0.06754 -0.12332 0.130
C -0.98894 0.39809 1.02021 0.018
C -2.78796 -0.49678 0.08694 0.656
O 0.16305 0.74039 1.16084 0.015
O -1.87603 0.36788 1.98567 0.004
C -3.09046 -0.26233 1.52943 0.093
Li 1.79723 0.74046 0.26929 0.002
H 2.45964 -0.58953 -2.51568 0.001
H -3.15932 -1.27247 -0.57643 0.034
H -3.92988 0.42227 1.71298 0.025
C 3.35150 -0.12569 -2.05066 0.031
O 3.24175 0.46862 -0.92272 0.013
O 4.45025 -0.08476 -2.64046 -0.012
Cr 5.10569 0.94703 -1.04479 3.966
H -3.24540 -1.18562 2.10870 0.024
```

Output
- charge = +2
- orbital gap (alpha / beta) (eV) = 3.446 / 8.085
- expectation value of S² = 8.7716
- spin multiplicity = 6
- E_LUMO (alpha / beta) (eV) = -10.5429 / -9.8274

=====

(4)
# C4H4CsO2

A structure of composition C4H4CsO2 at a distorted geometry (wB97M-V/def2-TZVPD, the OMol25 dataset).

```
11
Properties=species:S:1:pos:R:3:nbo_charge:R:1
O -1.49661 0.28979 0.13857 -0.573
C -1.46818 -0.93372 0.17875 0.762
C -2.40558 -1.93607 -0.27076 -0.357
C -1.83744 -2.85907 0.51168 -0.076
H -3.29959 -1.84421 -0.88215 0.289
H -2.24886 -3.81336 0.83992 0.214
Cs 1.64984 1.96496 -0.10389 0.997
O 0.08521 -1.49702 0.18871 -0.614
C -0.03276 -2.80968 0.57352 -0.033
H 0.26507 -2.94406 1.62586 0.189
H 0.39331 -3.51383 -0.15610 0.203
```

Output
- charge = +1
- orbital gap (eV) = 10.030
- E_LUMO (eV) = -3.4889

=====

(5)
# C4H4F2O

An isolated molecule of C4H4F2O at a distorted geometry (wB97M-V/def2-TZVPD, the OMol25 dataset).

```
11
Properties=species:S:1:pos:R:3:nbo_charge:R:1
C 1.44945 -0.21490 -0.05481 0.523
C 0.41292 0.87624 -0.10188 -0.205
C -0.93731 0.73520 0.07670 -0.256
C -1.52141 -0.64615 0.10852 0.378
H 2.46350 0.16856 -0.08045 0.152
H 0.81260 1.87573 -0.33648 0.219
H -1.66805 1.58887 -0.01298 0.238
H -0.77945 -1.49060 0.26293 0.131
O -2.69616 -0.92308 0.00261 -0.504
F 1.16521 -1.10760 -1.01962 -0.326
F 1.29870 -0.86227 1.15546 -0.349
```

Output
- charge = 0
- orbital gap (eV) = 9.711
- SMILES string = O=C/C=C\C(F)F
- E_LUMO (eV) = -0.3315

=====

(6)
# C4H4F3N

A cluster of 2 separate species, C4H4F3N in total at a distorted geometry (wB97M-V/def2-TZVPD, the OMol25 dataset).

```
12
Properties=species:S:1:pos:R:3:lowdin_spin:R:1
C -2.17958 0.58508 -1.24452 0.068
C -0.47512 -0.18140 1.16391 0.812
C -0.06192 2.02387 -1.49869 0.050
C -0.85246 0.68868 -1.73611 0.534
N -3.25935 0.60090 -0.81793 0.223
F 0.97187 2.04905 -0.61147 0.025
F -0.90536 2.97191 -1.03565 0.010
F -0.39666 -0.12534 -2.70317 0.133
H -0.78954 0.74010 1.65751 0.048
H 0.61294 -0.52565 1.18530 0.042
H -1.17173 -0.98153 0.87879 0.046
H 0.46521 2.47430 -2.49470 0.010
```

Output
- charge = 0
- orbital gap (alpha / beta) (eV) = 9.477 / 10.598
- expectation value of S² = 2.0183
- spin multiplicity = 3
- E_LUMO (alpha / beta) (eV) = 0.6689 / -2.1392

=====

(7)
# C4H4FN3

An isolated molecule of C4H4FN3 at a distorted geometry (wB97M-V/def2-TZVPD, the OMol25 dataset).

```
12
Properties=species:S:1:pos:R:3:nbo_charge:R:1
C -1.62831 -0.05869 -0.03553 0.182
C -0.59371 -0.92895 0.03140 0.016
C 1.77189 0.02483 0.07033 0.258
C -1.51378 1.32019 0.03393 0.193
H -1.00891 -1.89305 0.24384 0.220
H 1.14163 -1.84487 -0.10586 0.401
H 2.75223 -0.42644 0.13440 0.166
H 0.75054 1.58260 -0.26335 0.347
N 0.76660 -0.95620 -0.03910 -0.593
N 1.72783 1.27502 -0.06936 -0.615
N -1.33516 2.48843 0.04060 -0.281
F -2.83086 -0.58287 -0.04130 -0.294
```

Output
- charge = 0
- orbital gap (eV) = 9.230
- SMILES string = [H]/N=C\N/C=C(/F)C#N
- E_LUMO (eV) = 0.0988

=====

(8)
# C4H4FNS

An isolated molecule of C4H4FNS at a distorted geometry (wB97M-V/def2-TZVPD, the OMol25 dataset).

```
11
Properties=species:S:1:pos:R:3:nbo_charge:R:1
C -1.54324 0.32684 0.01357 0.272
C -0.24339 -0.00365 -0.01171 -0.182
C 0.91449 0.99016 -0.01840 -0.584
C 0.22571 -1.38273 -0.02607 0.041
H -1.98329 1.32518 -0.00030 0.174
H 0.80675 1.69623 -0.88314 0.241
H 0.95468 1.56226 0.92211 0.238
H -0.48445 -2.21808 0.01425 0.214
N 1.49003 -1.56092 -0.00044 -0.515
F -2.51181 -0.60271 -0.00575 -0.329
S 2.37452 -0.13256 -0.00412 0.430
```

Output
- charge = 0
- orbital gap (eV) = 8.700
- SMILES string = F/C=C1\C=NSC1
- E_LUMO (eV) = 0.3796

=====

(9)
# C4H4HgO2

A structure of composition C4H4HgO2 at a distorted geometry (wB97M-V/def2-TZVPD, the OMol25 dataset).

```
11
Properties=species:S:1:pos:R:3:lowdin_spin:R:1
H 0.56092 -1.99576 -1.14961 0.002
O 1.90913 0.38999 1.34511 0.001
C 0.79906 1.01455 0.75226 0.002
C 0.12136 0.06211 -0.14497 0.018
C 0.25034 -0.91224 -1.05839 0.001
H 2.32173 1.00175 1.96126 0.000
H 1.08431 1.89695 0.15267 0.000
H 0.06072 1.35653 1.49890 0.000
C -1.05206 -0.68548 -0.60206 0.022
O -2.26205 -0.68927 -0.80492 0.236
Hg -3.79345 -1.43915 -1.95025 0.717
```

Output
- charge = +1
- orbital gap (alpha / beta) (eV) = 9.591 / 7.358
- expectation value of S² = 0.7530
- spin multiplicity = 2
- E_LUMO (alpha / beta) (eV) = -4.1368 / -7.0068

=====

(10)
# C4H4HgO2

A structure of composition C4H4HgO2 at a distorted geometry (wB97M-V/def2-TZVPD, the OMol25 dataset).

```
11
Properties=species:S:1:pos:R:3:lowdin_spin:R:1
C 2.48279 0.09898 -1.44601 0.000
O 2.26877 -0.53302 -2.37844 0.000
H 2.07599 -1.00820 -3.23169 0.000
C 0.22671 1.31103 1.37131 0.054
C -0.41277 0.30492 0.86759 0.370
C -1.09412 -0.69706 0.19217 0.292
O -2.28591 -1.01750 0.42683 0.224
Hg -3.79064 -0.58936 1.39441 0.004
H 0.79820 1.20231 2.30098 0.023
H 0.17872 2.30111 0.90272 0.024
H -0.44774 -1.37320 -0.39989 0.009
```

Output
- charge = +3
- orbital gap (alpha / beta) (eV) = 6.491 / 7.424
- expectation value of S² = 0.7559
- spin multiplicity = 2
- E_LUMO (alpha / beta) (eV) = -15.9313 / -15.8925

=====

(11)
# C4H4HgO5

A structure of composition C4H4HgO5 at a distorted geometry (wB97M-V/def2-TZVPD, the OMol25 dataset).

```
14
Properties=species:S:1:pos:R:3:lowdin_spin:R:1
O -0.34227 -0.95081 -0.54598 0.003
C 0.31029 0.06554 0.00768 0.006
C -1.75799 -0.78002 -0.32784 0.000
O 1.50058 0.36198 -0.52172 0.068
O -0.51237 1.06739 0.29631 0.002
C -1.85756 0.72582 -0.09428 0.000
H -2.05111 -1.36931 0.54861 0.000
H -2.28975 -1.12853 -1.21679 0.000
H -2.52839 1.00135 0.72360 0.000
H -2.09985 1.28422 -1.00548 0.000
Hg 4.12662 0.71704 -1.29965 0.716
O 3.58289 -0.12523 0.67787 0.165
C 2.47763 -0.33033 1.05411 0.031
O 1.44128 -0.53910 1.70356 0.008
```

Output
- charge = +1
- orbital gap (alpha / beta) (eV) = 10.627 / 7.360
- expectation value of S² = 0.7510
- spin multiplicity = 2
- E_LUMO (alpha / beta) (eV) = -3.9259 / -7.6810

=====

(12)
# C4H4IN

A cluster of 2 separate species, C4H4IN in total at a distorted geometry (wB97M-V/def2-TZVPD, the OMol25 dataset).

```
10
Properties=species:S:1:pos:R:3:nbo_charge:R:1
C 1.25582 -1.43465 -0.00694 0.153
C -1.32938 0.24623 -0.17277 -0.088
C -1.75310 0.97417 0.81417 -0.538
C 1.79441 -0.47614 -0.84860 -0.392
N 0.67569 -2.20537 0.66074 -0.249
I 3.07831 0.98066 -0.09275 0.227
H 1.90958 -0.48656 -1.93533 0.246
H -1.69263 -0.42548 -1.01245 0.205
H -1.20263 1.87961 1.36939 0.222
H -2.73608 0.94752 1.22454 0.213
```

Output
- charge = 0
- orbital gap (alpha / beta) (eV) = 8.858 / 7.014
- E_LUMO (alpha / beta) (eV) = -0.1754 / -1.6851

=====

Ordered E results: -31107.2428 -28067.3595 -43059.3154 -8847.0560 -11693.8972 -13850.2632 -11398.4370 -19254.2375 -12470.6790 -12439.7552 -18615.2776 -13797.7631; unit eV.
Ordered relative energy (zero: lowest compared OMol25 entry of this formula, charge and spin) results: 45.0 320.8 0.0 125.9 80.9 0.0 185.4 65.1 166.2 0.0 0.0 510.6; unit kJ/mol.